Arrangement one

Formula: C2H6FOP
Source: the Open Molecules 2025 dataset
Level of theory: the ωB97M-V functional and the def2-TZVPD basis

Each line ends with the natural charge from an NBO analysis.
Geometry (Å):
O (1.4752, 0.0858, 0.4124)  -0.7224
C (0.4858, 1.1690, 0.4743)  -0.1435
C (-0.9468, 0.6556, 0.3627)  -0.0832
F (-1.6245, 1.0017, -0.8187)  -0.3699
P (-0.8227, -1.2026, 0.3477)  0.2831
H (1.7990, -0.0012, 1.3157)  0.4732
H (0.9314, 1.8049, -0.3448)  0.2236
H (0.5839, 1.6238, 1.4665)  0.1832
H (-1.6257, 0.9434, 1.3285)  0.1917
H (-0.9307, -1.2953, -1.1539)  0.0126
H (-2.1975, -1.1351, 0.3302)  -0.0484

Results
Structure (SMILES)   OC[C@@H](F)P
E_LUMO   0.71 eV
HOMO level   -9.615 eV
Gap between HOMO and LUMO   10.3 eV

***

Arrangement two

Formula: C2H6FOP
Source: the Open Molecules 2025 dataset
Level of theory: the ωB97M-V functional and the def2-TZVPD basis

Each line ends with the natural charge from an NBO analysis.
Geometry (Å):
O (1.0825, 1.7330, -0.5520)  -0.7249
C (0.8638, 0.4007, -0.0439)  -0.0954
C (-0.6867, 0.1191, -0.1170)  -0.0364
F (-0.9219, -0.3306, -1.3956)  -0.3623
P (-1.1420, -1.2369, 1.0944)  0.2559
H (1.9818, 1.9614, -0.6432)  0.4718
H (1.2698, 0.4356, 0.9341)  0.1719
H (1.3517, -0.4202, -0.5097)  0.1772
H (-1.3018, 0.9255, 0.1858)  0.1878
H (-0.2000, -2.0654, 0.5599)  -0.0283
H (-2.2971, -1.5221, 0.4872)  -0.0174

Results
Structure (SMILES)   OC[C@@H](F)P
E_LUMO   0.88 eV
HOMO level   -9.664 eV
Gap between HOMO and LUMO   10.5 eV

***

Relative energy table, unit hartree: arrangement one 0.0147; arrangement two 0.0000

***

Arrangement one

Formula: C4H10NO
Source: the Open Molecules 2025 dataset
Level of theory: the ωB97M-V functional and the def2-TZVPD basis

Each line ends with the natural charge from an NBO analysis.
Geometry (Å):
C (-1.9794, 0.7505, -0.6462)  -0.6291
C (-0.6439, 0.3293, -0.0696)  -0.0327
N (-0.7986, -0.9765, 0.6867)  -0.6868
C (0.5883, 0.2278, -0.9395)  -0.5473
C (1.8057, -0.1832, -0.1074)  0.4568
O (1.7529, -0.1506, 1.0929)  -0.5306
H (-2.3572, -0.0573, -1.2836)  0.2183
H (-1.8988, 1.6598, -1.2376)  0.2628
H (-2.7550, 0.7744, 0.1280)  0.2326
H (-0.4085, 1.0218, 0.7321)  0.2301
H (-1.6748, -1.0379, 1.2161)  0.4454
H (-0.0314, -1.0190, 1.3618)  0.4679
H (-0.7056, -1.7935, 0.0686)  0.4338
H (0.8254, 1.2191, -1.2760)  0.2786
H (0.3775, -0.4218, -1.7746)  0.2401
H (2.6769, -0.4435, -0.7182)  0.1602

Results
Structure (SMILES)   C[C@@H]([NH3+])CC=O
E_LUMO   -3.50 eV
HOMO level   -14.755 eV
Net charge   +1
Gap between HOMO and LUMO   11.3 eV

***

Arrangement two

Formula: C4H10NO
Source: the Open Molecules 2025 dataset
Level of theory: the ωB97M-V functional and the def2-TZVPD basis

Each line ends with the natural charge from an NBO analysis.
Geometry (Å):
C (-1.7111, -0.0099, -0.8520)  -0.1036
C (-0.6254, 0.3894, 0.1330)  0.3279
C (-0.6656, 1.2071, 1.4023)  -0.6753
C (0.8068, -0.9075, 0.3004)  -0.3097
N (1.7801, -0.6236, -0.8786)  -0.7197
O (-0.6987, 0.8468, -1.1373)  -0.4964
H (-1.7792, -1.0600, -1.3515)  0.1998
H (-2.6465, 0.5547, -0.7597)  0.2102
H (-1.1028, 0.4796, 2.1538)  0.2558
H (-1.3151, 2.0921, 1.0627)  0.2542
H (0.2136, 1.7024, 1.7019)  0.2372
H (0.5252, -1.9835, 0.2038)  0.2210
H (1.3947, -0.8053, 1.2438)  0.2227
H (2.6137, -1.3215, -0.7631)  0.4603
H (1.9808, 0.4060, -0.8037)  0.4671
H (1.2296, -0.9668, -1.6557)  0.4486

Results
E_LUMO   -3.77 eV
HOMO level   -14.444 eV
Net charge   +1
Gap between HOMO and LUMO   10.7 eV

***

Arrangement three

Formula: C4H10NO
Source: the Open Molecules 2025 dataset
Level of theory: the ωB97M-V functional and the def2-TZVPD basis

Each line ends with the natural charge from an NBO analysis.
Geometry (Å):
C (0.2525, -1.8252, -1.3918)  0.1272
C (0.6022, 0.2147, 0.4752)  0.3179
C (0.7272, 0.6912, 1.8949)  -0.7892
C (-0.3341, 2.3431, -0.2271)  -0.3029
N (-0.4036, -2.8879, -1.7523)  -0.6319
O (0.0940, 0.9947, -0.3975)  -0.4892
H (-0.2746, -0.8602, -1.4680)  0.2468
H (1.2958, -1.9390, -1.1068)  0.2460
H (1.6931, 0.4715, 2.1530)  0.2597
H (0.1358, 0.1995, 2.6937)  0.2823
H (0.5217, 1.7673, 1.8120)  0.2097
H (-0.2758, 2.8576, -1.2603)  0.2264
H (0.4737, 2.8030, 0.2344)  0.2000
H (-1.3246, 2.4099, 0.2657)  0.2228
H (-1.3461, -2.7848, -2.0338)  0.4282
H (-0.0034, -3.8440, -1.5552)  0.4462

Results
E_LUMO (alpha / beta)   -4.58 / -4.58 eV
HOMO level (alpha / beta)   -12.009 / -12.010 eV
Net charge   +1
Gap between HOMO and LUMO (alpha / beta)   7.4 / 7.4 eV

***

Relative energy table, unit hartree: arrangement one 0.0000; arrangement two 0.1147; arrangement three 0.1502

***

Arrangement one

Formula: C4H10NO
Source: the Open Molecules 2025 dataset
Level of theory: the ωB97M-V functional and the def2-TZVPD basis

Each line ends with the natural charge from an NBO analysis.
Geometry (Å):
O (-2.6875, -0.3750, -0.2071)  -0.5551
C (-2.9705, 0.2450, 0.7874)  0.3269
H (-3.9727, 0.2061, 1.2293)  0.1543
H (-2.2335, 0.8804, 1.3002)  0.1232
C (2.2205, 0.4665, -0.6636)  -0.6568
C (0.9548, -0.0618, -0.0369)  0.1335
C (0.6860, -0.0809, 1.2523)  -0.3550
N (-0.0070, -0.5873, -1.0214)  -0.7148
H (2.8861, 0.8312, 0.1080)  0.2609
H (2.7636, -0.3637, -1.1291)  0.2375
H (1.9686, 1.1883, -1.4392)  0.2306
H (-0.2303, -0.4674, 1.6835)  0.2133
H (1.4020, 0.2658, 1.9825)  0.2443
H (0.2731, -1.5358, -1.2934)  0.4439
H (-0.0542, 0.0096, -1.8532)  0.4388
H (-0.9989, -0.6212, -0.6992)  0.4746

Results
E_LUMO   -3.40 eV
HOMO level   -14.762 eV
Net charge   +1
Gap between HOMO and LUMO   11.4 eV

***

Arrangement two

Formula: C4H10NO
Source: the Open Molecules 2025 dataset
Level of theory: the ωB97M-V functional and the def2-TZVPD basis

Each line ends with the natural charge from an NBO analysis.
Geometry (Å):
C (1.8049, 0.6748, 1.1859)  -0.6619
C (0.9259, -0.2095, 0.3714)  0.1166
C (1.2691, -0.8747, -0.7240)  -0.3302
C (-1.2731, -0.0950, 1.4737)  0.1322
N (-0.5050, 0.0965, 0.4748)  -0.4207
H (1.6397, 1.7028, 0.8524)  0.2434
H (2.8604, 0.4955, 1.0230)  0.2592
H (1.5942, 0.6591, 2.2461)  0.2321
H (0.5621, -1.3101, -1.4138)  0.2208
H (2.3287, -0.9213, -0.9122)  0.2379
H (-2.3121, 0.1829, 1.3445)  0.2341
H (-0.7776, -0.3771, 2.3933)  0.2251
H (-0.9751, 0.0992, -0.4486)  0.4723
H (-1.1390, 0.0792, -2.9309)  0.5072
H (-2.5919, 0.1167, -2.2957)  0.5063
O (-1.6539, 0.2603, -2.1392)  -0.9745

Results
E_LUMO   -4.98 eV
HOMO level   -14.433 eV
Net charge   +1
Gap between HOMO and LUMO   9.4 eV

***

Arrangement three

Formula: C4H10NO
Source: the Open Molecules 2025 dataset
Level of theory: the ωB97M-V functional and the def2-TZVPD basis

Each line ends with the natural charge from an NBO analysis.
Geometry (Å):
C (0.8811, 0.2079, 1.9215)  0.1730
N (2.1524, 0.2335, 1.7954)  -0.5934
H (0.4208, -0.7254, 2.2236)  0.2437
H (0.2735, 1.0646, 1.6527)  0.2476
H (2.7468, 1.0540, 1.8008)  0.4510
H (2.6575, -0.6510, 1.7790)  0.4432
C (-1.1523, 1.3273, -1.3371)  -0.6373
C (-0.4514, 0.0557, -0.9636)  -0.2979
C (-0.9488, -1.1643, -1.1444)  0.1499
O (-0.3368, -2.2577, -0.5887)  -0.6959
H (-0.5424, 1.9652, -1.9808)  0.2251
H (-2.0828, 1.1146, -1.8609)  0.2323
H (-1.3932, 1.9384, -0.4644)  0.2085
H (0.5496, 0.1082, -0.5392)  0.1672
H (-1.7683, -1.3475, -1.8309)  0.1906
H (-1.0056, -2.9236, -0.4631)  0.4924

Results
E_LUMO   -5.71 eV
HOMO level   -12.239 eV
Net charge   +1
Gap between HOMO and LUMO   6.5 eV

***

Arrangement four

Formula: C4H10NO
Source: the Open Molecules 2025 dataset
Level of theory: the ωB97M-V functional and the def2-TZVPD basis

Each line ends with the natural charge from an NBO analysis.
Geometry (Å):
O (0.7588, 0.2694, 2.5832)  -0.5683
C (0.8731, -0.8760, 2.9509)  0.3385
H (0.8069, -1.7261, 2.2490)  0.1270
H (1.0051, -1.1202, 4.0078)  0.1537
C (-0.1470, -0.9840, -2.4156)  -0.6518
C (-0.0619, -0.3041, -1.0990)  -0.1015
C (-0.5046, 0.9150, -0.8888)  -0.1052
N (-0.4248, 1.5441, 0.4353)  -0.6996
H (-0.4239, -0.2894, -3.2068)  0.2324
H (0.7938, -1.4741, -2.6660)  0.2473
H (-0.9077, -1.7579, -2.3628)  0.2484
H (0.3829, -0.8469, -0.2632)  0.2038
H (-0.9459, 1.5259, -1.6666)  0.2299
H (0.0086, 0.9187, 1.1558)  0.4700
H (0.1365, 2.3941, 0.4115)  0.4388
H (-1.3498, 1.8116, 0.7754)  0.4369

Results
E_LUMO   -3.41 eV
HOMO level   -14.631 eV
Net charge   +1
Gap between HOMO and LUMO   11.2 eV

***

Relative energy table, unit hartree: arrangement one 0.0029; arrangement two 0.0063; arrangement three 0.0393; arrangement four 0.0000

***

Arrangement one

Formula: C4H10NO
Source: the Open Molecules 2025 dataset
Level of theory: the ωB97M-V functional and the def2-TZVPD basis

Each line ends with the natural charge from an NBO analysis.
Geometry (Å):
C (1.1720, -0.2302, 1.7815)  -0.6796
C (0.7702, 0.0158, 0.3583)  0.1134
C (1.4741, -0.2853, -0.7229)  -0.2996
C (-1.3850, 0.8229, 1.0227)  0.1010
N (-0.6425, 0.2416, 0.1588)  -0.4197
H (0.4058, -0.7523, 2.3504)  0.2390
H (2.0679, -0.8440, 1.7957)  0.2616
H (1.4379, 0.6590, 2.3587)  0.2436
H (1.0570, -0.3802, -1.7158)  0.2291
H (2.5531, -0.3666, -0.6579)  0.2378
H (-2.4656, 0.7682, 0.9523)  0.2364
H (-0.8845, 1.3442, 1.8254)  0.2230
H (-0.9566, 0.1588, -0.8251)  0.4793
H (-1.6261, 0.3581, -3.1840)  0.5036
H (-1.5181, -1.1825, -2.9689)  0.5089
O (-1.4598, -0.3273, -2.5293)  -0.9777

Results
E_LUMO   -5.13 eV
HOMO level   -14.286 eV
Net charge   +1
Gap between HOMO and LUMO   9.2 eV

***

Arrangement two

Formula: C4H10NO
Source: the Open Molecules 2025 dataset
Level of theory: the ωB97M-V functional and the def2-TZVPD basis

Each line ends with the natural charge from an NBO analysis.
Geometry (Å):
C (0.3921, 0.6222, 0.5889)  0.1864
C (1.3608, 0.3459, -0.5172)  -0.4402
C (2.7300, -0.1349, -0.5893)  0.4190
C (-0.9651, 1.0746, 0.2788)  -0.7606
N (-2.8224, -1.0080, 0.0783)  -1.0410
O (3.4924, -0.6120, 0.2926)  -0.5968
H (0.5398, 0.3762, 1.5972)  0.2166
H (1.1620, 0.6971, -1.6041)  0.2524
H (3.2110, -0.0203, -1.5664)  0.1895
H (-0.9700, 1.8039, -0.6268)  0.2607
H (-1.3875, 1.5101, 1.2248)  0.2536
H (-1.6201, 0.1526, 0.2157)  0.3603
H (-3.3370, -0.8901, 0.9368)  0.3771
H (-2.5819, -2.0411, 0.0198)  0.3870
H (-3.5840, -0.9556, -0.5830)  0.3858
H (4.3799, -0.9206, 0.2539)  0.5502

Results
E_LUMO   -5.44 eV
HOMO level   -13.539 eV
Net charge   +1
Gap between HOMO and LUMO   8.1 eV

***

Arrangement three

Formula: C4H10NO
Source: the Open Molecules 2025 dataset
Level of theory: the ωB97M-V functional and the def2-TZVPD basis

Each line ends with the natural charge from an NBO analysis.
Geometry (Å):
C (-1.6765, 2.0854, -0.0961)  -0.6518
C (-1.3786, 0.6732, 0.3039)  -0.0682
C (-0.4447, 0.3317, 1.1732)  -0.1036
N (-0.2481, -1.0767, 1.4020)  -0.3885
C (0.8126, -1.7471, 1.6266)  0.1117
H (-1.8937, 2.1621, -1.1535)  0.2490
H (-0.8298, 2.7234, 0.1341)  0.2333
H (-2.5555, 2.3985, 0.4765)  0.2583
H (-1.9508, -0.0822, -0.2341)  0.2215
H (0.3736, 0.9202, 1.5732)  0.2356
H (-1.0893, -1.6129, 1.1957)  0.4377
H (1.6769, -1.3304, 2.1197)  0.2278
H (0.8749, -2.7491, 1.2215)  0.2369
H (2.5358, -0.7131, -3.9630)  0.4761
H (3.2765, -0.7999, -2.6589)  0.4665
O (2.5166, -1.1832, -3.1211)  -0.9424

Results
E_LUMO   -5.44 eV
HOMO level   -14.202 eV
Net charge   +1
Gap between HOMO and LUMO   8.8 eV

***

Relative energy table, unit hartree: arrangement one 0.0000; arrangement two 0.0639; arrangement three 0.0230

***

Arrangement one

Formula: C8H15N2O2
Source: the Open Molecules 2025 dataset
Level of theory: the ωB97M-V functional and the def2-TZVPD basis

Each line ends with the natural charge from an NBO analysis.
Geometry (Å):
C (-0.5604, -4.0949, 0.7967)  -0.6798
C (-0.6686, -2.6019, 0.7003)  0.4216
N (0.3791, -2.1384, 0.0292)  -0.6856
C (-1.5818, -1.7442, 1.3748)  -0.3878
C (-1.5689, -0.3490, 1.2930)  0.1642
N (-0.8183, 0.3984, 0.4631)  -0.6428
C (-1.0225, 1.6835, 0.4773)  0.9313
O (-2.1327, 2.1894, 0.9489)  -0.6222
O (-0.0974, 2.5403, -0.2236)  -0.4950
C (1.1268, 1.9522, -0.7434)  0.1294
C (0.8398, 1.2167, -2.0649)  -0.6384
C (2.0943, 3.1188, -0.9029)  -0.6254
H (0.0254, -4.5293, 0.0992)  0.2331
H (-1.4399, -4.5476, 0.5821)  0.2522
H (-0.3465, -4.4923, 1.8421)  0.2678
H (0.4580, -1.1038, 0.0700)  0.4338
H (1.1711, -2.6950, -0.2240)  0.4217
H (-2.2248, -2.3521, 1.9935)  0.2518
H (-2.2962, 0.0398, 2.0731)  0.2226
H (-2.0562, 3.1064, 1.1871)  0.5293
H (1.5625, 1.0946, 0.0258)  0.1786
H (1.8577, 1.0691, -2.6016)  0.2321
H (0.3097, 0.2875, -1.9274)  0.2117
H (0.1155, 1.7564, -2.4845)  0.2198
H (1.7234, 3.9845, -1.4033)  0.2308
H (2.8512, 2.7694, -1.4720)  0.2215
H (2.2999, 3.4417, 0.0912)  0.2235

Results
Structure (SMILES)   CC(=[NH2+])/C=C\N=C(/O)OC(C)C
E_LUMO   -4.60 eV
HOMO level   -13.161 eV
Net charge   +1
Gap between HOMO and LUMO   8.6 eV

***

Arrangement two

Formula: C8H15N2O2
Source: the Open Molecules 2025 dataset
Level of theory: the ωB97M-V functional and the def2-TZVPD basis

Each line ends with the natural charge from an NBO analysis.
Geometry (Å):
C (-2.5055, -0.8731, 0.9124)  -0.1662
C (-1.1359, -0.5772, 0.7296)  0.3674
C (-2.1506, 0.1529, -0.9468)  0.1707
C (3.4536, 2.3898, -0.3325)  -0.5668
C (-4.5109, -0.2609, -0.4092)  -0.4131
C (1.7274, -2.1031, -0.4330)  -0.2788
C (2.6965, 1.3242, 0.5405)  -0.5542
C (2.0308, 0.2131, -0.0891)  0.5474
N (-3.1233, -0.3756, -0.1490)  -0.3004
N (-0.9387, 0.0462, -0.4114)  -0.5514
O (-0.1009, -0.8297, 1.6428)  -0.6907
O (2.3719, -0.9805, 0.1832)  -0.3583
H (-3.0292, -1.0837, 1.8233)  0.2291
H (3.0299, 2.5449, -1.3664)  0.2280
H (3.6863, 3.2688, 0.1224)  0.2370
H (4.5689, 1.9473, -0.3791)  0.2200
H (-5.1926, -0.8616, 0.1180)  0.2395
H (-4.7961, 0.7947, -0.1442)  0.2175
H (-4.5975, -0.2607, -1.5363)  0.2277
H (-2.4140, 0.6172, -1.9393)  0.2158
H (0.6770, -1.8512, -0.3552)  0.2301
H (2.0302, -3.0473, 0.2849)  0.2373
H (1.7712, 1.9182, 0.9022)  0.2894
H (3.4832, 1.2107, 1.2738)  0.2747
H (1.2364, 0.4004, -0.8042)  0.2401
H (2.1480, -2.2501, -1.4176)  0.2225
H (-0.4163, -1.4736, 2.1801)  0.4859

Results
E_LUMO   -4.36 eV
HOMO level   -11.508 eV
Net charge   +1
Gap between HOMO and LUMO   7.1 eV

***

Relative energy table, unit hartree: arrangement one 0.0000; arrangement two 0.0503